A cluster of 2 separate species, C9H14 in total at a distorted geometry. Source: the OMol25 dataset; level of theory: ωB97M-V with the def2-TZVPD basis set.

Geometry as XYZ:
```
23
Properties=species:S:1:pos:R:3:forces:R:3:lowdin_charge:R:1
C 0.727 2.413 0.221 5.3 -1.5 -1.7 -0.046
C 0.995 -0.695 -2.691 0.9 -2.8 -0.6 -0.125
C -0.253 -0.413 -2.195 1.5 1.8 0.6 -0.078
C 2.156 -0.148 -2.221 0.1 2.8 1.2 -0.098
C -0.355 0.659 -1.302 -0.6 -1.2 0.6 -0.066
C 2.019 1.024 -1.464 -0.2 2.1 0.0 -0.057
C 0.749 1.389 -0.915 0.7 0.3 -0.6 -0.282
H 1.198 -1.548 -3.341 -0.7 -0.1 0.1 0.104
H -1.035 -1.083 -2.341 -1.4 -0.7 -0.6 0.084
H 3.162 -0.519 -2.311 0.0 -0.2 -1.0 0.100
H -1.298 0.718 -0.769 0.0 0.5 0.0 0.105
H 2.816 1.872 -1.448 -0.9 -2.1 0.7 0.140
H 1.423 1.856 0.922 -1.6 1.0 0.4 0.107
H -0.145 2.835 0.507 -3.0 0.5 1.4 0.029
H 1.366 3.287 -0.042 -0.3 -0.5 -0.2 0.081
C -1.262 -0.882 2.778 -1.4 -0.6 0.0 -0.162
C -2.119 -1.947 2.008 -0.9 -0.4 1.9 -0.173
H -1.140 0.038 2.181 0.7 -0.6 0.2 0.053
H -1.687 -0.544 3.723 -0.5 -0.1 0.0 0.049
H -0.408 -1.478 3.109 0.6 0.8 -0.6 0.061
H -2.122 -2.884 2.625 0.2 0.6 -0.5 0.064
H -1.554 -2.159 1.125 -0.2 -0.3 -0.9 0.035
H -3.232 -1.790 1.839 1.5 0.5 -0.1 0.076
```
Positions in Å, forces in eV/Å.

Results
Charge   0
E   -9558.331 eV
Highest occupied orbital energy   -8.76 eV
SMILES   Cc1ccccc1.CC
Relative energy (zero: lowest compared OMol25 entry of this formula, charge and spin)   42.67 kcal/mol